Record 1
A cluster of 7 separate species, C15H44O7 in total. Source: the Open Molecules 2025 dataset; level of theory: the ωB97M-V functional and the def2-TZVPD basis.

Atoms and positions in Å:
C: -0.037 3.617 2.126
C: -1.506 3.342 2.418
C: -1.786 3.035 3.877
O: -2.250 4.529 2.041
H: 0.139 3.489 1.054
H: 0.607 2.889 2.626
H: 0.262 4.633 2.368
H: -1.968 2.589 1.782
H: -2.820 2.685 3.917
H: -1.658 3.889 4.544
H: -1.156 2.229 4.254
H: -2.135 5.208 2.712
C: -0.658 -2.310 2.865
C: 0.113 -0.990 2.876
C: 0.094 -0.333 4.257
O: 1.462 -1.180 2.456
H: -1.712 -2.263 3.147
H: -0.227 -3.016 3.580
H: -0.596 -2.697 1.846
H: -0.451 -0.344 2.191
H: 0.786 0.500 4.349
H: 0.315 -1.097 5.005
H: -0.929 0.009 4.420
H: 1.345 -1.243 1.492
C: -1.230 -2.759 -4.558
C: -0.533 -1.801 -3.602
C: 0.979 -1.804 -3.838
O: -1.021 -0.467 -3.818
H: -2.301 -2.791 -4.350
H: -0.858 -3.776 -4.406
H: -1.111 -2.519 -5.617
H: -0.791 -2.117 -2.591
H: 1.213 -1.458 -4.847
H: 1.383 -2.816 -3.743
H: 1.537 -1.197 -3.125
H: -0.919 -0.288 -4.759
C: -2.021 2.281 -1.284
C: -2.823 1.020 -0.980
C: -3.969 0.884 -1.969
O: -1.984 -0.161 -1.054
H: -1.471 2.718 -0.445
H: -2.666 3.087 -1.635
H: -1.245 2.078 -2.026
H: -3.166 1.018 0.056
H: -4.723 1.655 -1.819
H: -4.488 -0.051 -1.725
H: -3.625 0.767 -2.995
H: -1.656 -0.134 -1.973
C: 1.345 0.792 -0.740
O: 0.806 -0.498 -0.422
H: 2.432 0.738 -0.663
H: 1.081 0.984 -1.785
H: 1.025 1.592 -0.070
H: -0.166 -0.448 -0.534
C: 3.034 -3.634 -1.214
O: 2.982 -2.318 -0.744
H: 3.211 -3.714 -2.291
H: 3.842 -4.181 -0.722
H: 2.145 -4.228 -0.972
H: 2.096 -1.935 -0.764
C: 4.819 -0.135 1.243
O: 4.892 -0.341 -0.138
H: 4.053 -0.664 1.825
H: 5.767 -0.378 1.739
H: 4.595 0.905 1.521
H: 4.293 -1.074 -0.363

Summary:
Highest occupied orbital energy   -9.5 eV
Total charge   0
SMILES   CC(C)O.CC(C)O.CC(C)O.CC(C)O.CO.CO.CO
Gap between HOMO and LUMO   9.989 eV
E   -30599.9254 eV
Energy above the lowest of the compared OMol25 structures with the same formula, charge and spin   1.7145 eV
Lowest unoccupied orbital energy   0.528 eV

Here are the Löwdin charges for atoms 1 to 4, given in e:
1. C -0.05
2. C -0.47
3. C -0.05
4. O -0.07

=====

Record 2
A structure of composition C15H45O8Y. Source: the Open Molecules 2025 dataset; level of theory: the ωB97M-V functional and the def2-TZVPD basis.

Atoms and positions in Å:
Y: 0.114 3.988 -0.204
C: -0.209 0.335 0.579
O: 0.071 1.587 0.028
H: -0.046 0.140 1.639
H: -1.285 0.174 0.515
H: 0.381 -0.417 0.055
C: -5.558 1.350 -0.002
C: -4.159 0.820 0.082
O: -3.516 1.078 -1.163
H: -5.830 1.988 -0.843
H: -5.775 1.890 0.920
H: -6.157 0.442 -0.070
H: -4.093 -0.236 0.346
H: -3.479 1.262 0.810
H: -3.765 0.443 -1.838
C: -2.835 -1.380 3.561
C: -2.998 -0.110 4.395
O: -4.071 -0.226 5.320
H: -2.021 -1.221 2.854
H: -3.762 -1.690 3.079
H: -2.719 -2.297 4.140
H: -3.084 0.768 3.755
H: -2.077 -0.056 4.975
H: -3.695 -0.338 6.196
C: 0.223 4.059 -4.569
C: -0.655 3.436 -3.548
O: 0.196 3.184 -2.472
H: -0.286 4.216 -5.521
H: 1.170 3.533 -4.687
H: 0.471 5.073 -4.257
H: -1.192 2.602 -4.001
H: -1.330 4.173 -3.111
H: 0.753 2.446 -2.728
C: 5.101 0.813 -0.702
C: 3.694 0.242 -0.348
O: 2.908 1.345 -0.287
H: 5.857 0.036 -0.818
H: 5.430 1.686 -0.139
H: 4.988 1.260 -1.689
H: 3.798 -0.269 0.609
H: 3.310 -0.459 -1.088
H: 2.022 1.143 0.020
C: 0.193 -0.315 -3.992
C: 1.545 0.259 -4.170
O: 1.815 1.220 -3.132
H: -0.621 0.376 -3.773
H: 0.245 -1.096 -3.233
H: -0.154 -0.722 -4.942
H: 1.685 0.771 -5.122
H: 2.388 -0.432 -4.144
H: 1.755 0.816 -2.263
C: 1.084 -5.300 -1.724
C: 0.744 -3.925 -1.274
O: 2.005 -3.177 -1.336
H: 1.971 -5.787 -1.319
H: 1.179 -5.243 -2.808
H: 0.253 -5.973 -1.512
H: 0.378 -3.981 -0.249
H: -0.038 -3.544 -1.931
H: 1.725 -2.263 -1.253
C: 0.817 -1.193 5.050
C: 2.180 -0.612 5.325
O: 2.847 -1.475 6.244
H: 0.277 -0.505 4.400
H: 0.316 -1.275 6.015
H: 0.900 -2.157 4.548
H: 2.303 0.356 5.811
H: 2.726 -0.649 4.382
H: 3.591 -0.989 6.608

Summary:
Highest occupied orbital energy (spin up / spin down)   -16.3 / -16.3 eV
Total charge   +3
Gap between HOMO and LUMO (spin up / spin down)   4.022 / 2.300 eV
E   -33672.0465 eV
Lowest unoccupied orbital energy (spin up / spin down)   -12.260 / -13.983 eV
Multiplicity   2

Here are the Löwdin charges for atoms 1 to 4, given in e:
1. Y 2.19
2. C -0.19
3. O -0.43
4. H 0.07

=====

- Which formula does entry 1 have?
  C15H44O7